1.
ORCA calculation (ωB97M-V/def2-TZVPD) on a structure of composition C15H26AlClO2P2.

The geometry in ORCA input format:
```
! wB97M-V def2-TZVPD RIJCOSX def2/J DEFGRID3
* xyz 2 1
C -1.61 -0.91 -2.63
C -2.18 -0.87 -1.26
H -2.10 -1.74 -3.17
H -0.52 -1.07 -2.67
H -1.83 0.02 -3.18
O -3.39 -0.90 -1.04
Cl 2.33 1.29 -0.97
Al 0.51 0.33 -0.43
P 1.27 -2.07 -0.80
C 0.70 -3.29 0.45
C 1.00 -3.02 -2.35
H 1.61 -3.94 -2.32
H 3.41 -3.18 -0.47
H 1.33 -2.41 -3.20
H 3.54 -1.77 -1.57
H -0.35 -3.54 0.27
H -0.06 -3.27 -2.47
C 3.09 -2.15 -0.64
H 1.31 -4.20 0.38
H 3.43 -1.52 0.19
H 0.80 -2.87 1.45
P -1.15 2.12 -0.76
C -2.42 2.16 0.55
C -0.31 3.74 -0.60
H -1.54 2.20 -3.14
H -2.53 3.41 -2.27
H -3.02 1.68 -2.27
C -2.16 2.37 -2.25
H 0.25 3.94 -1.52
H -1.06 4.53 -0.46
H -2.87 3.16 0.57
H -1.96 1.95 1.52
H 0.40 3.75 0.24
H -3.19 1.41 0.35
C -1.23 -0.76 -0.04
O -1.49 -1.18 1.06
C 1.14 0.62 4.41
C 0.56 1.68 3.70
C 0.47 1.63 2.30
C 0.87 0.49 1.60
C 1.59 -0.49 2.28
C 1.69 -0.45 3.69
H 1.19 0.64 5.49
H 0.17 2.55 4.23
H 0.07 2.50 1.77
H 2.09 -1.30 1.75
H 2.18 -1.28 4.21
*
```

Values from the calculation:
Energy above the lowest of the compared OMol25 structures with the same formula, charge and spin ... 62.16 kcal/mol
Electronic energy ... -2122.37287 hartree
Gap between HOMO and LUMO (spin up / spin down) ... 0.2674 / 0.2034 Eh
E_HOMO (spin up / spin down) ... -16.50 / -15.74 eV



2.
ORCA calculation (ωB97M-V/def2-TZVPD) on a cluster of 2 separate species, C15H26BF2NO6 in total.

The geometry in ORCA input format:
```
! wB97M-V def2-TZVPD RIJCOSX def2/J DEFGRID3
* xyz -1 2
C -2.69 0.80 -0.61
C -2.62 -0.32 -1.81
C -2.28 -1.84 -1.34
C -3.53 -2.38 -0.41
C -0.79 -2.07 -0.69
O -0.54 -3.55 -0.80
C -0.84 -1.76 0.91
C 0.54 -1.20 1.58
C 0.31 0.36 2.14
C 0.76 -2.10 2.98
N 1.80 -1.40 0.78
O 2.91 -1.03 1.43
C 1.74 -0.93 -0.64
C 3.10 -1.55 -1.38
C 1.91 0.73 -0.82
C 0.44 -1.37 -1.51
H -3.27 1.79 -0.87
H -3.18 0.32 0.36
H -1.58 1.11 -0.37
H -1.92 0.12 -2.65
H -3.71 -0.35 -2.30
H -2.31 -2.51 -2.33
H -3.48 -3.55 -0.39
H -3.61 -1.90 0.65
H -4.55 -2.11 -0.97
H -1.29 -4.05 -0.33
H -1.11 -2.79 1.45
H -1.71 -1.02 1.25
H -0.46 0.96 1.50
H -0.08 0.30 3.25
H 1.34 0.96 2.14
H 1.32 -3.06 2.64
H 1.44 -1.49 3.74
H -0.29 -2.33 3.48
H 2.94 -1.79 -2.51
H 3.42 -2.49 -0.72
H 3.97 -0.73 -1.33
H 2.16 0.93 -1.96
H 2.72 1.18 -0.10
H 0.83 1.20 -0.63
H 0.13 -0.44 -2.17
H 0.81 -2.19 -2.30
B 2.40 4.79 -0.10
O 1.61 5.99 0.20
C 0.36 5.59 0.47
O -0.56 6.34 0.76
C 0.28 4.16 0.36
O -0.72 3.48 0.55
O 1.47 3.66 0.03
F 3.49 4.66 0.86
F 2.92 4.86 -1.45
*
```

Values from the calculation:
Electronic energy ... -1317.98231 hartree
Gap between HOMO and LUMO (spin up / spin down) ... 0.3220 / 0.3389 Eh
Expectation value of S² ... 0.75
E_HOMO (spin up / spin down) ... -6.38 / -7.11 eV



3.
ORCA calculation (ωB97M-V/def2-TZVPD) on an isolated molecule of C15H26BIO8S.

The geometry in ORCA input format:
```
! wB97M-V def2-TZVPD RIJCOSX def2/J DEFGRID3
* xyz 0 1
C 5.96 -1.21 -1.17
C 4.58 -2.01 -1.05
O 4.54 -3.17 -1.54
O 3.41 -1.45 -0.46
C 3.61 -1.25 0.97
C 3.81 0.31 1.30
C 2.46 0.86 2.01
C 1.41 1.37 0.87
C 0.16 0.36 0.71
C -0.72 0.69 -0.60
C -2.03 -0.19 -0.79
C -2.44 -0.08 -2.37
B -2.55 1.42 -2.94
O -3.84 2.07 -3.15
O -1.37 2.18 -3.32
C -1.59 -1.74 -0.65
O -1.37 -2.38 0.61
S -2.56 -2.91 1.63
O -1.84 -3.29 2.92
O -3.66 -1.69 2.21
C -3.56 -0.72 1.18
C -3.33 0.31 0.08
C -3.25 1.84 0.58
C -2.38 2.16 1.86
O -1.38 2.92 1.71
I -2.74 1.48 3.90
H 6.36 -1.28 -2.23
H 5.84 -0.10 -0.88
H 6.71 -1.66 -0.42
H 2.67 -1.63 1.51
H 4.51 -1.85 1.37
H 4.00 0.86 0.31
H 4.66 0.44 2.06
H 2.00 0.11 2.74
H 2.78 1.78 2.63
H 1.93 1.46 -0.16
H 1.11 2.42 1.17
H 0.64 -0.68 0.50
H -0.45 0.23 1.67
H -0.02 0.43 -1.49
H -0.83 1.82 -0.62
H -1.69 -0.73 -2.97
H -3.46 -0.59 -2.49
H -4.27 1.50 -3.83
H -1.14 2.79 -2.58
H -2.38 -2.35 -1.24
H -0.63 -1.84 -1.29
H -3.80 -1.55 0.37
H -2.44 -0.55 1.52
H -4.17 0.39 -0.71
H -2.93 2.58 -0.25
H -4.34 2.14 0.82
*
```

Values from the calculation:
Electronic energy ... -1909.51783 hartree
Gap between HOMO and LUMO ... 0.3443 Eh
E_HOMO ... -9.62 eV



4.
ORCA calculation (ωB97M-V/def2-TZVPD) on a cluster of 4 separate species, C15H26BN2O5 in total.

The geometry in ORCA input format:
```
! wB97M-V def2-TZVPD RIJCOSX def2/J DEFGRID3
* xyz 1 1
C 6.57 -0.98 0.83
C 6.56 -1.10 -0.68
O 5.28 -0.75 -1.25
B 5.00 0.57 -1.38
O 5.73 1.37 -2.22
C 3.81 1.14 -0.48
C 3.91 2.32 0.25
N 2.88 2.74 1.00
C 1.73 2.06 1.11
C 1.57 0.87 0.41
C 0.33 0.08 0.52
C 0.34 -1.19 1.09
C -0.86 -1.88 1.18
N -2.03 -1.42 0.74
C -2.04 -0.20 0.20
C -0.89 0.57 0.08
C 2.62 0.42 -0.38
H 5.75 -1.53 1.28
H 6.58 0.05 1.18
H 7.49 -1.44 1.18
H 7.33 -0.46 -1.10
H 6.78 -2.13 -0.96
H 5.18 2.04 -2.64
H 4.81 2.90 0.22
H 2.99 3.60 1.52
H 0.95 2.46 1.73
H 1.25 -1.64 1.46
H -0.86 -2.86 1.62
H -2.99 0.18 -0.15
H -0.95 1.54 -0.39
H 2.50 -0.51 -0.92
C -4.65 2.74 -2.08
O -3.84 2.02 -1.14
H -4.31 2.46 -3.08
H -5.70 2.48 -1.97
H -4.52 3.82 -1.96
H -4.14 2.28 -0.26
C -4.85 -3.12 -1.01
O -3.73 -3.71 -0.36
H -5.29 -3.86 -1.68
H -5.60 -2.83 -0.27
H -4.54 -2.25 -1.59
H -3.40 -3.04 0.25
C -5.82 -0.66 1.62
O -4.64 -0.25 2.31
H -6.68 -0.30 2.18
H -5.85 -0.25 0.61
H -5.87 -1.75 1.57
H -3.89 -0.59 1.82
*
```

Values from the calculation:
Electronic energy ... -1097.54145 hartree
Gap between HOMO and LUMO ... 0.2597 Eh
E_HOMO ... -11.64 eV



Question: Number 4 is which compound?
Answer: C15H26BN2O5